Here is a cluster of 6 separate species, C33H68Cl10N4O7P2S2 in total at a distorted geometry from the Open Molecules 2025 dataset. Energies are from ωB97M-V/def2-TZVPD.

Structure (ORCA input):
```
! wB97M-V def2-TZVPD RIJCOSX def2/J DEFGRID3
* xyz 0 1
Cl -5.093 -6.573 -7.739
Cl 0.947 8.845 5.535
Cl 3.168 1.100 9.377
Cl -1.040 7.405 3.158
Cl 6.821 1.469 7.655
Cl -6.410 -4.690 -4.832
Cl -8.364 -6.071 -8.584
Cl 2.187 4.288 8.647
Cl 8.074 4.300 9.084
Cl -9.259 -2.832 -4.609
S -1.551 2.299 -0.057
S 0.622 -1.821 1.840
P -1.537 0.321 -0.107
P -3.542 1.662 -3.838
O -0.070 -1.896 3.158
O -3.798 1.583 -5.357
O -0.485 -2.232 0.667
O 0.942 3.373 4.269
O 1.685 -2.896 1.835
O -4.274 3.050 -3.169
O -4.328 0.330 -3.148
N 2.885 -0.419 1.848
N 2.714 2.316 5.343
N 1.358 -3.262 -3.026
N 2.614 -0.164 -0.811
C 3.574 3.796 9.652
C 8.519 2.009 7.652
C 0.196 0.168 -2.321
C 4.847 0.687 -1.735
C 0.392 7.151 5.480
C -0.715 -3.033 -4.444
C -5.943 2.351 -1.379
C 3.287 0.982 -1.456
C 1.442 -0.152 1.525
C 5.075 -0.777 -2.340
C -8.071 -5.298 -4.616
C -1.137 0.160 -3.185
C 0.094 -1.944 -0.639
C 0.285 6.630 4.063
C 1.051 0.884 3.977
C 0.804 1.025 2.380
C 0.066 -3.038 -3.064
C 8.890 2.723 8.933
C -5.683 2.804 -2.896
C -6.481 -7.602 -7.312
C 3.666 0.831 2.001
C 1.403 0.197 -0.058
C 0.075 -0.356 -0.819
C 4.219 2.522 9.150
C -1.674 1.639 -3.568
C -5.111 -2.064 -3.386
C 6.611 -1.236 -2.312
C -7.529 -7.634 -8.405
C 1.520 2.309 4.531
C -0.734 -2.779 -1.701
C 5.219 0.394 1.912
C -9.088 -4.446 -5.345
C -4.634 -0.705 -4.116
H 0.551 1.250 -2.262
H 2.949 -0.895 2.762
H -6.893 -7.237 -6.371
H 8.640 2.127 9.812
H -8.091 -6.315 -5.008
H -6.158 2.083 -3.642
H 2.985 1.368 5.621
H -6.132 -2.405 -3.745
H 1.240 2.045 2.105
H -4.407 -2.934 -3.611
H 3.226 3.693 10.681
H -6.257 3.784 -3.030
H 5.489 0.804 -0.813
H -7.031 2.474 -1.076
H -8.822 -4.314 -6.393
H -5.175 -1.953 -2.261
H -0.316 1.141 2.271
H 5.371 -0.358 1.079
H -1.230 1.889 -4.591
H 4.675 -0.741 -3.408
H 5.435 -0.179 2.882
H -1.609 -2.324 -4.369
H 0.075 5.560 4.078
H 2.618 2.921 6.169
H -1.984 -0.466 -2.781
H 4.470 2.591 8.092
H -1.792 -2.409 -1.884
H 4.296 4.614 9.618
H -7.093 -7.897 -9.369
H -5.687 1.256 -1.219
H 2.494 -0.966 -1.430
H -1.091 -4.066 -4.713
H 1.654 -3.401 -4.012
H 6.604 -2.354 -2.533
H 1.783 0.065 4.235
H 3.564 1.335 3.019
H -0.564 7.091 6.002
H -1.302 2.442 -2.867
H 5.136 2.328 9.705
H -6.090 -8.607 -7.145
H -8.278 -5.343 -3.546
H -2.708 -0.102 -0.806
H 3.463 1.625 1.225
H 2.829 1.163 -2.495
H 1.004 -0.383 -2.903
H 1.211 6.785 3.508
H 1.122 6.561 6.036
H -0.862 -3.824 -1.249
H 7.103 -1.087 -1.306
H -5.510 -0.382 -4.759
H 0.050 0.681 4.482
H 5.266 1.424 -2.504
H -1.731 -0.082 1.268
H -8.293 -8.374 -8.163
H 7.206 -0.758 -3.154
H -10.069 -4.921 -5.299
H 4.496 -1.588 -1.795
H 9.135 1.116 7.533
H 9.963 2.919 8.950
H -0.865 -0.306 -4.194
H -5.230 2.937 -0.708
H 8.670 2.644 6.779
H -3.711 -0.961 -4.715
H 1.306 1.337 -0.120
H 3.201 1.962 -0.903
H -0.066 -2.654 -5.305
H 1.147 -2.396 -0.629
H 5.920 1.279 1.876
*
```

Summary:
HOMO = -8.64 eV
frontier orbital gap = 8.9805 eV
SMILES = [H]/N=C(\C)C[C@@H]1OS(=O)(=O)[C@@](CCC(N)=O)(NCC)[C@@H](NCCCC)[C@]1(CCCP(=O)(OCC)OCC)[PH2]=S.ClCCCl.ClCCCl.ClCCCl.ClCCCl.ClCCCl